# C41H46ClN4O3P2S2Zr

A molecular structure, C41H46ClN4O3P2S2Zr (the ωB97M-V functional and the def2-TZVPD basis, the Open Molecules 2025 dataset).

Structure (XYZ):
```
100
Properties=species:S:1:pos:R:3:forces:R:3
Zr -0.72003 0.02363 0.12691 -0.2 -0.6 0.6
C -2.08540 -0.57464 -3.07389 0.0 0.0 0.0
C -1.58764 0.73322 -2.55607 0.1 -0.1 0.0
N -0.33210 0.86230 -2.26914 0.2 -0.3 -0.1
N 0.22712 2.13353 -2.33386 -0.3 0.3 0.3
C 0.22139 2.89776 -1.30934 0.2 0.2 -0.2
S -0.46280 2.55006 0.26128 0.2 -0.3 0.0
S 1.14600 4.38504 -1.55832 0.0 -0.1 0.0
C 0.57017 5.50563 -0.25249 0.1 0.1 0.0
C -0.59663 6.37261 -0.63827 0.0 0.1 0.0
C -1.86976 5.84211 -0.82734 0.0 0.0 0.0
C -2.93337 6.67037 -1.14935 0.0 -0.1 0.0
C -2.74046 8.03655 -1.29668 0.0 0.0 0.0
C -1.47362 8.57151 -1.12166 0.0 0.0 0.0
C -0.41063 7.74269 -0.79371 0.0 0.0 0.0
C -2.65105 1.71088 -2.24755 -0.2 0.0 0.1
C -3.16561 2.74592 -3.00644 0.0 0.0 0.0
C -4.26674 3.44589 -2.53101 0.0 0.1 -0.1
C -4.84170 3.10225 -1.31725 0.0 0.0 0.1
C -4.33317 2.06312 -0.54736 0.1 0.0 -0.1
C -3.22831 1.36488 -1.01171 -0.1 0.3 0.0
O -2.66206 0.35422 -0.30181 0.3 0.0 0.2
H -2.41269 -0.37390 -4.10010 0.0 0.0 0.0
H -2.95604 -0.93228 -2.52603 0.0 0.0 0.0
H -1.29904 -1.31964 -3.11016 0.0 0.0 0.0
H 1.44075 6.13016 -0.04841 0.0 0.0 0.0
H 0.37985 4.93078 0.65285 0.0 0.0 0.0
H -2.03946 4.77549 -0.72159 0.0 0.0 0.0
H -3.92077 6.24463 -1.28243 0.0 0.0 0.0
H -3.57425 8.68016 -1.54549 0.0 0.0 0.0
H -1.30966 9.63509 -1.23784 0.0 0.0 0.0
H 0.57710 8.16794 -0.65526 0.0 0.0 0.0
H -2.71186 3.00799 -3.95380 0.0 0.0 0.0
H -4.67588 4.26006 -3.11419 0.0 0.0 0.0
H -5.70334 3.65195 -0.95970 0.0 0.0 0.0
H -4.77779 1.79428 0.40211 0.0 0.0 0.0
Cl -6.24755 -1.87473 4.53501 0.0 0.0 0.0
C -4.82452 -1.77524 3.55830 0.0 0.0 0.0
C -4.53946 -2.79494 2.64280 0.0 0.0 0.0
C -3.41443 -2.74567 1.85264 0.1 0.0 0.1
C -2.53584 -1.65401 1.93318 -0.4 0.0 0.2
O -1.47754 -1.59942 1.15877 0.3 0.3 -0.5
C -2.83002 -0.63009 2.86654 0.0 -0.2 -0.1
C -1.92968 0.46185 3.03496 0.1 -0.1 -0.1
O -0.94298 0.69958 2.31464 -0.3 0.2 -0.3
C -3.97344 -0.71094 3.68333 0.0 0.0 0.0
H -5.22031 -3.63241 2.56308 0.0 0.0 0.0
H -3.19613 -3.54228 1.15429 0.0 0.0 0.0
H -2.11033 1.13091 3.88435 0.1 0.0 0.0
H -4.17928 0.07088 4.40411 0.0 0.0 0.0
C 1.49571 -1.00364 3.32677 0.1 0.1 0.0
P 1.76486 -0.61189 1.57005 -0.4 0.2 -0.1
C 2.57451 -2.12483 0.94891 0.1 -0.1 0.0
N 3.51392 -2.66498 1.68915 -0.1 0.0 0.0
C 4.25419 -3.65738 1.14897 -0.1 -0.1 -0.2
C 5.27125 -4.27554 1.91087 0.1 0.0 0.0
C 6.06431 -5.22059 1.32866 0.0 0.1 0.2
C 5.88021 -5.59346 -0.02370 -0.1 0.0 -0.2
C 4.89762 -5.02493 -0.78009 0.1 -0.1 0.0
C 4.05439 -4.04889 -0.20265 0.0 0.1 0.2
N 3.03428 -3.52752 -0.91954 0.0 0.0 0.0
C 2.27987 -2.61936 -0.34824 0.2 -0.1 0.0
P 0.72562 -2.17471 -1.21528 -0.2 0.3 -0.1
C 1.35267 -1.89788 -2.90826 -0.1 -0.1 0.0
C -0.17286 -3.82436 -1.19652 0.1 -0.2 0.0
C 0.40580 -4.80635 -2.22069 0.0 0.1 0.0
C -0.03418 -4.41500 0.21423 0.0 0.0 0.0
C -1.65604 -3.60654 -1.51019 0.0 0.0 0.0
C 3.10165 0.67283 1.45440 0.1 0.1 0.0
C 3.23500 1.02328 -0.03244 0.0 0.0 0.0
C 4.45267 0.22224 2.00977 0.0 0.0 0.0
C 2.62028 1.89944 2.23974 0.0 0.0 0.0
H 2.39110 -1.42734 3.77839 0.0 0.0 0.0
H 0.68232 -1.72675 3.39567 0.0 0.0 0.0
H 1.20816 -0.09803 3.85800 0.0 0.0 0.0
H 5.40067 -3.96555 2.93940 0.0 0.0 0.0
H 6.85165 -5.69252 1.90152 0.0 0.0 0.0
H 6.52943 -6.34474 -0.45366 0.0 0.0 0.0
H 4.72614 -5.30272 -1.81170 0.0 0.0 0.0
H 0.55936 -2.00742 -3.64623 0.0 0.0 0.0
H 2.13831 -2.61859 -3.12722 0.0 0.0 0.0
H 1.73634 -0.88091 -2.97472 0.0 0.0 0.0
H 1.46706 -4.98485 -2.06113 0.0 0.0 0.0
H 0.26043 -4.45171 -3.24247 0.0 0.0 0.0
H -0.12164 -5.75906 -2.12749 0.0 0.0 0.0
H 0.98792 -4.73460 0.42072 0.0 0.0 0.0
H -0.67231 -5.29869 0.28904 0.0 0.0 0.0
H -0.34811 -3.70568 0.98150 0.0 0.0 0.0
H -1.81551 -3.36269 -2.55985 0.0 0.0 0.0
H -2.10093 -2.82867 -0.88877 0.0 0.0 0.0
H -2.19247 -4.53891 -1.31701 0.0 0.0 0.0
H 3.65783 0.19551 -0.60788 0.0 0.0 0.0
H 3.90234 1.88008 -0.14539 0.0 0.0 0.0
H 2.27458 1.30861 -0.47343 0.0 0.0 0.0
H 4.87362 -0.61107 1.45127 0.0 0.0 0.0
H 4.38128 -0.06932 3.05903 0.0 0.0 0.0
H 5.15280 1.05866 1.94323 0.0 0.0 0.0
H 1.66595 2.27001 1.86853 0.0 0.0 0.0
H 3.36115 2.69455 2.12963 0.0 0.0 0.0
H 2.52784 1.68676 3.30615 0.0 0.0 0.0
```
Forces are in eV/Å.

Properties
HOMO level in Eh: -0.3883
E_LUMO in eV: -3.43
Charge: +1
2S+1: 1